{
  "formula": "C43H54N6O4",
  "method": "ωB97M-V with the def2-TZVPD basis set",
  "species": ["C", "C", "C", "C", "C", "C", "C", "C", "C", "C", "C", "C", "C", "C", "N", "C", "C", "N", "C", "C", "C", "C", "C", "C", "C", "C", "C", "C", "C", "C", "C", "C", "C", "C", "C", "C", "C", "C", "C", "C", "H", "H", "H", "H", "H", "H", "H", "H", "H", "H", "H", "H", "H", "H", "H", "H", "H", "H", "H", "H", "H", "H", "H", "H", "H", "H", "H", "H", "H", "H", "H", "H", "H", "H", "H", "H", "H", "H", "H", "H", "H", "H", "H", "H", "H", "H", "H", "H", "H", "H", "H", "H", "O", "N", "C", "C", "C", "N", "O", "O", "N", "C", "N", "C", "O", "H", "H"],
  "positions_angstrom": [[1.10337, -1.32839, -3.94395], [2.32167, -0.79544, -3.21030], [3.55442, -1.17992, -4.02514], [2.24206, 0.73495, -3.18937], [2.39008, -1.45522, -1.83077], [2.50781, -2.85080, -1.77784], [2.93871, -3.48974, -0.62212], [3.38642, -2.71146, 0.45301], [3.37840, -1.32762, 0.39776], [4.40725, -0.56170, 1.28285], [3.70992, 0.08359, 2.47899], [5.21034, 0.44968, 0.44474], [5.46057, -1.51572, 1.87585], [2.44709, -0.78291, -0.59782], [1.53328, 0.28957, -0.31941], [2.04018, 1.64471, 0.00936], [0.94203, 2.27094, 0.79473], [-0.18130, 1.34315, 0.57558], [-1.43432, 1.67739, 1.17505], [-2.34517, 2.37648, 0.35632], [-2.06312, 3.00935, -1.04231], [-3.29250, 2.77230, -1.94563], [-0.85885, 2.47183, -1.79924], [-1.86196, 4.52722, -0.88752], [-3.60650, 2.67921, 0.83616], [-3.99536, 2.27198, 2.12098], [-3.04648, 1.69372, 2.97373], [-1.75473, 1.41943, 2.55122], [-0.79272, 0.86301, 3.66420], [-1.58862, 0.10071, 4.74267], [-0.13295, 2.06192, 4.34584], [0.23255, -0.12494, 3.14958], [0.16713, 0.29932, -0.21747], [-0.78689, -0.87537, -0.66769], [-1.23412, -1.62154, 0.59293], [-2.35967, -1.13793, 1.27459], [-3.01002, -1.89105, 2.26742], [-2.45590, -3.12566, 2.61208], [-1.29739, -3.59609, 1.98460], [-0.69200, -2.85014, 0.97059], [0.19706, -1.03182, -3.40333], [1.04929, -0.88753, -4.95174], [1.12218, -2.42251, -4.02118], [4.46960, -0.83589, -3.53168], [3.60535, -2.26329, -4.13710], [3.49073, -0.72736, -5.02191], [3.13672, 1.18924, -2.73196], [2.17491, 1.10508, -4.23163], [1.34353, 1.10020, -2.66563], [2.29684, -3.41761, -2.67455], [2.92576, -4.58276, -0.57758], [3.77712, -3.24944, 1.30740], [3.18638, -0.69286, 3.05894], [4.46993, 0.54237, 3.12819], [2.99661, 0.86544, 2.19606], [5.95062, -0.09115, -0.16108], [4.60202, 1.03335, -0.25403], [5.75038, 1.14092, 1.11194], [5.97365, -2.07621, 1.08531], [6.21210, -0.92939, 2.42156], [5.00578, -2.22014, 2.57876], [2.99276, 1.68491, 0.53931], [2.23003, 2.19707, -0.91767], [1.19643, 2.36281, 1.86161], [0.65855, 3.27154, 0.44762], [-4.06295, 3.52606, -1.75278], [-3.03108, 2.85990, -3.00788], [-3.76403, 1.79460, -1.77217], [0.09148, 2.81499, -1.37981], [-0.86609, 1.37679, -1.79912], [-0.92254, 2.75094, -2.86365], [-0.99733, 4.72271, -0.23743], [-1.65205, 4.95811, -1.87871], [-2.76110, 4.98845, -0.45629], [-4.31793, 3.21760, 0.21769], [-4.99795, 2.43803, 2.45790], [-3.36178, 1.47226, 3.99743], [-2.22885, -0.68310, 4.31957], [-0.88226, -0.38081, 5.42595], [-2.20421, 0.76170, 5.36300], [0.41247, 2.67413, 3.61579], [-0.90446, 2.68869, 4.82138], [0.56753, 1.69609, 5.10767], [0.87437, 0.31195, 2.39039], [0.84573, -0.46217, 3.99355], [-0.25084, -1.00106, 2.71904], [-0.07068, -1.48915, -1.28736], [-2.71533, -0.11964, 1.07206], [-3.94975, -1.52415, 2.69492], [-2.93845, -3.72552, 3.38780], [-0.88350, -4.57010, 2.24833], [0.19877, -3.20117, 0.44827], [-4.64820, 0.30173, -0.42410], [-4.55994, -0.94322, -0.59611], [-3.44599, -1.54557, -1.17018], [-2.11924, -0.73124, -1.53660], [-2.13617, -1.17421, -2.99657], [-1.90741, -0.35677, -4.05978], [-1.61505, 0.83376, -4.20069], [-2.17830, -1.17990, -5.26809], [-2.53067, -2.46734, -4.90964], [-2.60667, -2.40891, -3.51295], [-3.31329, -3.29364, -2.84266], [-3.73420, -2.86930, -1.64932], [-5.55130, -1.68258, -0.35450], [-2.54127, 0.32202, -1.56347], [-4.33652, -3.58481, -1.07078]],
  "atomic_forces_ev_per_a": [[-0.513, 0.172, -0.291], [-0.939, 0.369, -0.091], [0.358, -0.152, 0.283], [-0.192, 0.331, -0.078], [-0.180, -0.219, 0.362], [0.934, -0.291, 0.264], [-0.986, 0.030, -0.255], [0.250, -0.640, -0.893], [-0.835, 0.215, 0.118], [-0.681, -0.017, 0.308], [0.079, 0.257, 0.392], [0.014, 0.042, -0.255], [-0.100, -0.163, -0.114], [0.852, -0.683, -0.121], [0.595, 1.272, -0.391], [0.772, 0.383, -0.590], [-0.576, 0.199, 0.804], [0.747, -0.634, -0.250], [-1.267, 0.797, 0.208], [0.457, 0.653, -0.486], [-0.208, -0.313, -0.159], [-0.456, 0.060, -0.264], [0.306, -0.423, -0.532], [0.056, -0.167, 0.146], [-0.743, -0.400, 1.539], [1.228, 0.158, -0.772], [-0.780, 0.522, -0.321], [0.852, -0.375, 0.011], [-0.946, 0.000, -0.380], [-0.131, -0.010, 0.268], [0.035, 0.127, -0.051], [0.272, -0.150, -0.023], [-0.464, -0.027, 1.651], [1.168, -0.778, 0.124], [-0.109, -0.289, 0.428], [-0.350, 0.070, 0.413], [0.750, 0.065, -0.733], [-0.130, -0.092, 0.139], [-0.045, 0.107, -0.042], [-0.086, 0.282, -0.246], [0.293, -0.178, -0.251], [-0.068, -0.255, 0.256], [-0.094, 0.289, -0.115], [-0.013, -0.052, -0.120], [0.132, 0.033, -0.087], [0.004, -0.069, 0.210], [-0.222, -0.167, -0.089], [0.061, -0.199, 0.523], [0.327, -0.126, -0.290], [0.132, -0.092, 0.041], [0.093, 0.427, 0.106], [0.412, 0.280, -0.121], [0.076, 0.360, -0.176], [-0.229, -0.041, -0.060], [0.137, -0.310, 0.262], [-0.151, 0.182, 0.107], [0.166, -0.092, 0.157], [-0.156, -0.221, -0.219], [-0.102, 0.039, 0.188], [-0.215, -0.081, -0.131], [0.185, 0.083, -0.037], [-0.377, -0.552, -0.074], [-0.178, -0.258, -0.070], [-0.298, -0.227, -0.281], [0.067, -0.253, 0.049], [0.047, -0.102, -0.041], [0.036, -0.042, 0.284], [0.179, 0.342, -0.122], [-0.163, 0.073, -0.313], [0.048, 0.493, -0.383], [0.147, 0.108, 0.537], [-0.220, 0.144, -0.074], [-0.160, -0.031, 0.306], [0.336, 0.022, -0.111], [0.149, -0.239, 0.138], [-0.355, 0.091, 0.148], [0.232, 0.053, -0.545], [0.209, 0.243, 0.056], [0.000, 0.029, -0.083], [0.117, -0.115, -0.116], [-0.076, -0.025, 0.338], [0.359, -0.131, -0.134], [-0.094, 0.208, -0.071], [0.186, -0.149, 0.130], [0.054, 0.092, -0.187], [0.081, 0.059, 0.122], [-0.821, 0.243, 0.839], [-0.263, -1.049, -0.283], [0.495, -0.142, -0.045], [0.175, 0.087, -0.294], [-0.114, 0.294, 0.019], [-0.193, -0.143, 0.124], [0.776, -1.008, 0.110], [-1.127, 0.015, -0.186], [0.866, 0.322, 0.643], [-3.493, 1.001, -1.510], [1.030, 1.944, -1.297], [-0.800, -1.852, 0.106], [-0.045, -0.975, -0.044], [0.842, 0.604, 1.189], [-0.115, 1.561, 3.612], [0.357, 0.911, -4.175], [-0.669, -1.684, 2.748], [1.102, -0.494, -1.371], [0.863, 0.804, 0.089], [0.928, -1.046, 0.304], [0.105, 0.677, -0.358]],
  "lowdin_charge": [-0.035, -0.541, -0.036, -0.035, -0.121, -0.041, -0.061, -0.049, -0.054, -0.528, -0.046, -0.037, -0.071, -0.068, 0.080, -0.102, -0.081, 0.018, -0.102, -0.089, -0.494, -0.048, -0.065, -0.030, -0.034, -0.010, -0.034, -0.091, -0.510, -0.057, -0.033, -0.035, -0.055, -0.032, -0.203, -0.062, -0.055, -0.073, -0.068, -0.027, 0.060, 0.108, 0.093, 0.093, 0.084, 0.096, 0.088, 0.106, 0.064, 0.111, 0.114, 0.109, 0.094, 0.095, 0.051, 0.094, 0.061, 0.098, 0.096, 0.095, 0.082, 0.095, 0.118, 0.108, 0.127, 0.082, 0.088, 0.067, 0.068, 0.051, 0.097, 0.078, 0.098, 0.089, 0.117, 0.107, 0.110, 0.073, 0.091, 0.078, 0.068, 0.097, 0.093, 0.050, 0.095, 0.071, 0.142, 0.099, 0.127, 0.108, 0.105, 0.107, -0.024, -0.367, -0.143, -0.053, -0.102, -0.176, 0.003, -0.022, 0.131, -0.326, 0.102, -0.040, -0.019, 0.126, 0.126],
  "largest_force_ev_per_a": 4.29,
  "lumo_ev": -0.5,
  "multiplicity": 1,
  "total_charge": 0,
  "homo_lumo_gap_ev": 6.51
}